# 1
A structure of composition C7H17N2, computed with the ωB97M-V functional and the def2-TZVPD basis.

Cartesian coordinates (Å):
C -2.67 -0.63 -0.12
C -2.05 -1.89 -0.30
C 2.00 -1.52 0.17
C 2.77 1.27 0.54
C -2.72 1.67 0.45
C 1.49 -0.43 -0.73
C 1.48 0.86 -0.02
N 0.23 1.38 0.15
N -2.08 0.46 0.03
H -3.76 -0.69 -0.19
H -2.60 -2.55 0.37
H -2.31 -2.19 -1.38
H -0.98 -2.08 -0.24
H 2.19 -2.30 -0.47
H 1.36 -1.83 0.92
H 2.98 -1.13 0.71
H 3.53 0.54 0.35
H 3.29 2.14 0.04
H 2.75 1.41 1.64
H -2.54 1.84 1.51
H -3.94 1.59 0.33
H -2.24 2.58 -0.10
H 0.48 -0.59 -1.06
H 2.16 -0.46 -1.61
H 0.15 2.24 0.55
H -0.82 0.60 0.00

**DFT total energy**: -385.92218 hartree
**LUMO (alpha / beta)**: -0.1447 / -0.3056 Eh
**⟨S²⟩**: 2.010
**Molecular weight**: 129.23 g mol⁻¹
**Spin multiplicity**: 3
**Net charge**: +1

# 2
A cluster of 2 separate species, C7H17N2O2 in total, computed with the ωB97M-V functional and the def2-TZVPD basis.

Cartesian coordinates (Å):
C -0.12 -1.03 -1.06
C 1.86 -3.26 2.16
C 0.43 1.49 -0.27
C -1.83 0.61 -0.23
C -0.50 1.05 -2.45
C 1.57 -1.75 2.32
C -0.48 0.48 -1.05
N 0.25 -1.76 -0.08
N -1.57 2.12 -2.52
O -0.05 -1.72 -2.11
O 0.35 -1.24 1.77
H 1.85 -3.50 1.09
H 2.93 -3.39 2.54
H 1.27 -3.98 2.77
H -0.11 2.43 -0.31
H 1.42 1.45 -0.63
H 0.29 1.35 0.78
H -1.70 0.36 0.84
H -2.10 1.72 -0.10
H -2.56 0.04 -0.68
H -0.68 0.19 -3.16
H 0.50 1.49 -2.66
H 2.34 -1.18 1.81
H 1.69 -1.41 3.33
H -0.20 -2.01 2.05
H -2.36 1.60 -2.07
H -1.77 2.37 -3.51
H -1.40 2.93 -1.94

**DFT total energy**: -536.47972 hartree
**LUMO**: -0.1329 Eh
**Molecular weight**: 161.23 g mol⁻¹
**Net charge**: +1

# 3
The ion C7H17N2O2 with charge +1, computed with the ωB97M-V functional and the def2-TZVPD basis.

Cartesian coordinates (Å):
C 4.23 -0.75 -0.33
N 3.23 -0.04 0.05
O 3.10 1.12 0.36
O 1.82 -0.81 0.16
C 0.80 -0.13 0.81
N -0.35 0.23 -0.07
C 0.14 1.09 -1.17
C -0.93 -1.02 -0.65
C -1.63 -1.93 0.34
C -1.30 0.99 0.80
C -2.61 1.40 0.14
H 5.17 -0.25 -0.44
H 4.10 -1.79 -0.55
H 1.24 0.81 1.21
H 0.44 -0.75 1.64
H 0.84 0.53 -1.78
H -0.69 1.41 -1.78
H 0.65 1.96 -0.76
H -1.62 -0.73 -1.44
H -0.09 -1.55 -1.10
H -2.51 -1.48 0.78
H -1.95 -2.82 -0.20
H -0.97 -2.27 1.14
H -1.51 0.37 1.67
H -0.78 1.89 1.15
H -3.24 1.83 0.90
H -2.46 2.15 -0.63
H -3.14 0.55 -0.28

**SMILES string**: C=[N+]([O-])OC[N+](C)(CC)CC
**DFT total energy**: -536.53266 hartree
**LUMO**: -0.0978 Eh
**Molecular weight**: 161.23 g mol⁻¹
**Net charge**: +1

# 4
A cluster of 2 separate species, C7H17N2O3 in total, computed with the ωB97M-V functional and the def2-TZVPD basis.

Cartesian coordinates (Å):
C 0.74 -2.73 -0.69
C 0.49 -1.50 -0.50
C -3.89 1.18 -0.54
C 0.94 0.47 0.59
C -2.64 0.33 -0.60
C -0.43 0.63 -1.41
C 2.31 0.93 0.11
N 0.32 -0.26 -0.46
N 2.79 1.94 1.00
O 0.08 -2.13 2.21
O 3.15 -0.18 -0.21
O -1.48 1.13 -0.83
H 0.28 -3.52 -0.13
H 1.55 -2.98 -1.34
H -4.17 1.61 -1.51
H -4.57 0.49 -0.10
H -3.51 1.91 0.22
H 0.97 -0.18 1.38
H 0.38 1.32 0.79
H -2.85 -0.33 -1.59
H -2.58 -0.23 0.24
H 0.19 1.40 -1.72
H -0.60 0.13 -2.29
H 2.06 1.42 -0.89
H -0.16 -2.90 2.61
H 3.68 2.21 0.44
H 2.96 1.59 1.90
H 0.14 -1.40 2.91
H 3.86 -0.35 0.44

**DFT total energy**: -611.77410 hartree
**LUMO**: -0.1272 Eh
**Molecular weight**: 177.22 g mol⁻¹
**Net charge**: +1

# 5
A cluster of 2 separate species, C7H17N2OP in total, computed with the ωB97M-V functional and the def2-TZVPD basis.

Cartesian coordinates (Å):
C 2.41 1.59 -0.88
N 1.19 1.18 -0.26
C 0.04 1.93 -0.53
P 1.26 -0.47 0.12
O 2.62 -0.89 0.25
N 0.46 -1.44 -0.97
C -0.97 -1.37 -1.09
C 1.11 -2.13 -2.09
H 3.29 1.33 -0.38
H 2.63 1.17 -2.01
H 2.37 2.64 -0.81
H -0.34 1.99 -1.58
H -0.82 1.53 -0.18
H -0.03 2.90 -0.13
H 0.33 -0.58 1.27
H -1.25 -1.18 -2.14
H -1.36 -2.51 -1.07
H -1.42 -0.81 -0.21
H 0.73 -3.18 -2.30
H 1.22 -1.44 -3.08
H 2.15 -2.23 -1.64
C -1.87 -0.84 3.33
C -2.46 0.17 2.75
C -2.64 1.41 2.26
H -1.00 -1.31 2.93
H -2.34 -1.33 4.31
H -3.28 1.61 1.43
H -2.03 2.27 2.70

**SMILES string**: CN(C)[PH](=O)N(C)C.C=C=C
**DFT total energy**: -802.89755 hartree
**LUMO**: 0.0258 Eh
**Molecular weight**: 176.20 g mol⁻¹

# 6
The ion C7H17N2S with charge +1, computed with the ωB97M-V functional and the def2-TZVPD basis.

Cartesian coordinates (Å):
C -1.68 -1.08 2.97
C -1.82 -0.97 1.47
C -0.85 0.04 0.89
C -0.07 -0.27 -0.13
S -0.23 -1.90 -0.79
N -0.89 -1.42 -2.29
C 0.96 0.71 -0.64
C 0.45 1.81 -1.51
C 1.76 1.38 0.54
N 2.04 -0.14 -1.45
H -1.11 -1.95 3.04
H -2.67 -1.29 3.54
H -1.21 -0.11 3.43
H -2.92 -0.51 1.33
H -1.88 -1.89 1.04
H -0.97 0.99 1.51
H -0.24 -1.64 -3.01
H -1.74 -1.95 -2.50
H 1.09 2.20 -2.19
H -0.37 1.64 -2.16
H -0.03 2.64 -0.93
H 2.58 2.00 0.39
H 1.09 1.96 1.03
H 2.12 0.77 1.24
H 1.63 -1.08 -1.21
H 3.02 -0.09 -1.19
H 1.92 0.17 -2.41

**SMILES string**: CC/C=C(\SN)C(C)(C)[NH3+]
**DFT total energy**: -784.27421 hartree
**LUMO**: -0.1116 Eh
**Molecular weight**: 161.29 g mol⁻¹
**Net charge**: +1

# 7
A cluster of 3 separate species, C7H17NO in total, computed with the ωB97M-V functional and the def2-TZVPD basis.

Cartesian coordinates (Å):
C -0.99 -0.04 -0.02
C 1.08 0.06 0.01
C -1.53 1.33 0.34
C -1.49 -1.15 0.88
C 1.32 0.02 1.51
C 1.77 -1.12 -0.67
C 1.51 1.38 -0.59
N -0.80 -0.28 -1.35
O -2.60 -0.64 -1.69
H -2.75 0.04 -2.38
H -0.63 -1.27 -1.51
H -2.62 1.28 0.37
H -0.98 -2.09 0.68
H -1.18 1.65 1.32
H -1.25 2.07 -0.41
H -1.39 -0.89 1.93
H -2.56 -1.30 0.67
H 0.79 0.81 2.04
H 1.04 -0.95 1.94
H 2.39 0.15 1.71
H 1.38 -2.07 -0.33
H 2.84 -1.10 -0.44
H 1.69 -1.07 -1.76
H 2.60 1.50 -0.49
H 1.06 2.23 -0.08
H 1.27 1.44 -1.66

**DFT total energy**: -406.76605 hartree
**LUMO (alpha / beta)**: 0.0235 / 0.0235 Eh
**Molecular weight**: 131.22 g mol⁻¹

# 8
A cluster of 3 separate species, C7H17NO in total, computed with the ωB97M-V functional and the def2-TZVPD basis.

Cartesian coordinates (Å):
C 1.90 0.64 -0.64
C 3.19 -0.13 -0.37
N 1.91 1.88 0.11
C 0.72 -0.30 -0.31
O 0.59 -1.38 -0.96
H 1.85 0.87 -1.71
H 2.00 1.70 1.10
H 1.06 2.42 -0.03
H 0.52 -0.30 0.77
H 3.23 -1.04 -0.97
H 4.05 0.50 -0.59
H 3.25 -0.42 0.69
C -2.18 -0.47 0.36
C -0.99 0.94 -0.93
C -1.89 -0.17 1.79
C -1.98 -1.79 -0.17
H -2.98 0.12 -0.06
H -1.02 -0.72 2.16
H -1.94 -2.58 0.58
H -2.63 -2.05 -1.00
H -1.66 0.57 -1.71
H -0.18 1.36 -1.51
H -1.44 1.76 -0.36
H -2.75 -0.50 2.39
H -1.75 0.89 1.97
H -0.88 -1.80 -0.60

**DFT total energy**: -406.73802 hartree
**LUMO (alpha / beta)**: 0.0070 / 0.0070 Eh
**Molecular weight**: 131.22 g mol⁻¹

The evaluated energy relative to the best compared isomer or geometry (same formula, charge and spin) for the records listed, in turn: 2.105, 4.177, 2.737, 0.663, 2.820, 3.015, 4.470, 5.233 eV.